{
  "formula": "C3H7BrO2",
  "method": "wB97M-V/def2-TZVPD",
  "elements": ["C", "C", "C", "O", "O", "Br", "H", "H", "H", "H", "H", "H", "H"],
  "xyz": [[-0.065, 1.573, 0.697], [-0.541, -1.682, 0.151], [0.273, -0.059, -0.927], [1.607, -0.271, -1.074], [-0.268, 1.079, -0.604], [-2.236, -1.218, 0.953], [0.352, 0.671, 1.195], [-1.037, 1.749, 1.102], [0.660, 2.482, 0.643], [0.138, -1.938, 0.952], [-0.715, -2.448, -0.666], [-0.238, -0.272, -1.902], [2.067, 0.333, -0.520]],
  "homo_energy_ev": -8.52,
  "orbital_gap_ev": 9.14,
  "de_lowest_ev": 2.886,
  "e_tot_ha": -2842.89187,
  "max_force_ha_per_bohr": 0.1182
}

=====

{
  "formula": "C2H7ClS",
  "method": "wB97M-V/def2-TZVPD",
  "elements": ["C", "C", "H", "H", "H", "H", "H", "H", "H", "S", "Cl"],
  "xyz": [[0.304, -2.291, -1.273], [-1.496, 0.600, 1.430], [1.080, -3.172, -1.203], [0.234, -2.270, -0.019], [0.920, -1.281, -1.909], [-1.789, -0.513, 0.977], [-1.016, 0.193, 2.366], [-2.559, 0.922, 1.694], [0.449, 0.936, 0.281], [-0.420, 1.711, 0.866], [0.974, -0.708, -0.999]],
  "homo_energy_ev": -8.63,
  "orbital_gap_ev": 9.27,
  "de_lowest_ev": 9.732,
  "e_tot_ha": -938.40773,
  "max_force_ha_per_bohr": 0.3168
}

=====

{
  "formula": "C21H26IN3O5S2Sc",
  "method": "wB97M-V/def2-TZVPD",
  "elements": ["Sc", "C", "C", "N", "C", "C", "C", "S", "N", "C", "O", "C", "C", "C", "C", "C", "C", "H", "H", "H", "H", "H", "H", "H", "H", "H", "H", "H", "H", "H", "H", "H", "C", "C", "O", "H", "H", "H", "I", "C", "H", "H", "N", "C", "C", "C", "C", "C", "C", "S", "O", "O", "O", "H", "H", "H", "H", "H", "H"],
  "xyz": [[0.168, -1.843, 0.105], [-2.830, 1.586, -4.622], [-1.948, 0.398, -4.275], [-0.658, 0.788, -3.708], [0.269, 1.472, -4.621], [0.319, 2.979, -4.425], [-0.288, 0.511, -2.447], [-1.410, -0.186, -1.336], [0.954, 0.958, -2.128], [1.747, 0.292, -1.333], [1.607, -0.929, -0.999], [2.946, 1.003, -0.788], [3.181, 2.332, -1.127], [4.266, 3.007, -0.591], [5.121, 2.353, 0.289], [4.889, 1.026, 0.628], [3.803, 0.348, 0.089], [-3.800, 1.231, -4.975], [-2.401, 2.207, -5.412], [-2.994, 2.209, -3.742], [-1.744, -0.204, -5.165], [-2.447, -0.240, -3.556], [-0.071, 1.230, -5.630], [1.260, 1.042, -4.498], [-0.646, 3.442, -4.631], [1.058, 3.417, -5.099], [0.603, 3.213, -3.401], [2.499, 2.823, -1.807], [4.440, 4.043, -0.854], [5.966, 2.882, 0.715], [5.551, 0.518, 1.318], [3.607, -0.684, 0.348], [0.846, 0.179, 3.087], [0.619, -0.628, 1.878], [1.143, -1.779, 1.817], [1.592, -0.252, 3.758], [-0.117, 0.254, 3.606], [1.110, 1.198, 2.796], [1.821, -4.489, -0.728], [-0.080, -3.587, -1.365], [-0.755, -4.442, -1.301], [0.103, -3.392, -2.422], [-1.528, -3.023, 1.307], [-1.935, -2.362, 2.529], [-1.626, -2.905, 3.763], [-1.917, -2.196, 4.921], [-2.538, -0.951, 4.852], [-2.864, -0.429, 3.604], [-2.551, -1.124, 2.444], [-2.939, -0.039, 6.342], [-1.879, -0.411, 7.264], [-2.910, 1.348, 5.905], [-4.256, -0.521, 6.719], [-2.317, -3.122, 0.675], [-1.190, -3.962, 1.487], [-1.122, -3.864, 3.819], [-1.645, -2.588, 5.892], [-3.325, 0.549, 3.553], [-2.758, -0.686, 1.473]],
  "homo_energy_ev": -5.44,
  "orbital_gap_ev": 7.34,
  "e_tot_ha": -3211.28305,
  "max_force_ha_per_bohr": 0.0284,
  "total_charge": -1
}

=====

{
  "formula": "C8H21MnN6O3S",
  "method": "wB97M-V/def2-TZVPD",
  "elements": ["Mn", "C", "C", "N", "C", "C", "N", "C", "C", "N", "H", "H", "H", "H", "H", "H", "H", "H", "H", "H", "H", "H", "H", "H", "H", "C", "O", "C", "O", "N", "N", "H", "H", "H", "H", "H", "H", "O", "S", "N"],
  "xyz": [[0.112, -0.376, 0.441], [-2.638, -0.930, -0.180], [-2.438, 0.427, -0.895], [-1.010, 0.836, -0.909], [-0.386, 0.835, -2.262], [1.029, 0.271, -2.202], [1.082, -0.870, -1.280], [0.498, -2.147, -1.748], [-1.015, -2.217, -1.526], [-1.385, -1.704, -0.174], [-2.925, -0.771, 0.860], [-3.453, -1.485, -0.653], [-2.811, 0.383, -1.918], [-3.034, 1.183, -0.385], [-0.926, 1.768, -0.522], [-1.008, 0.238, -2.927], [-0.371, 1.842, -2.682], [1.371, 0.008, -3.208], [1.715, 1.021, -1.807], [2.051, -1.074, -1.024], [0.732, -2.332, -2.800], [0.984, -2.931, -1.167], [-1.549, -1.624, -2.265], [-1.358, -3.245, -1.656], [-1.490, -2.485, 0.465], [2.553, 3.340, 2.124], [1.494, 2.690, 2.867], [0.828, 1.753, 2.234], [1.013, 1.433, 1.064], [-0.118, 1.179, 3.000], [-0.729, 0.041, 2.455], [3.019, 4.013, 2.834], [2.130, 3.892, 1.289], [3.262, 2.597, 1.769], [-0.063, 1.287, 4.001], [-1.715, 0.065, 2.692], [-0.280, -0.800, 2.824], [3.134, -2.287, 0.149], [2.485, -2.277, 1.472], [1.209, -1.546, 1.649]],
  "homo_energy_ev": [-11.33, -10.76],
  "orbital_gap_ev": [8.81, 8.24],
  "multiplicity": 2,
  "e_tot_ha": -2420.67452,
  "max_force_ha_per_bohr": 0.0141,
  "total_charge": 1
}